13
Properties=species:S:1:pos:R:3 method="wB97M-V/def2-TZVPD" gap_ev=10.2 smiles="CN1CC(=O)C1" total_charge=0 e_homo_ev=-9.19
C 1.0841 -1.0577 0.5340
N -0.0380 -0.6450 -0.2723
C -1.1693 -0.0243 0.4623
C -0.9723 1.2560 -0.3607
O -1.4121 2.3737 -0.3194
C 0.1731 0.5618 -1.1109
H 1.9239 -1.3132 -0.1191
H 1.4450 -0.2886 1.2507
H 0.8091 -1.9430 1.1158
H -2.1409 -0.5250 0.3429
H -0.9907 0.1582 1.5314
H 1.1290 1.0807 -0.9568
H 0.0173 0.4151 -2.1901

=====

13
Properties=species:S:1:pos:R:3 method="wB97M-V/def2-TZVPD" gap_ev="8.6 / 8.6" total_charge=0 e_homo_ev="-8.92 / -8.50"
C 1.6925 0.6326 -0.5383
C -0.5857 0.0882 0.2293
C -1.3345 -0.8913 -0.6403
O -1.4245 1.1087 0.5875
C 0.2992 -0.4028 1.2392
N 1.2932 -0.6235 1.8097
H 2.4001 1.0703 -1.2626
H 1.5874 1.2319 0.3440
H 1.7415 -0.4395 -0.5101
H -2.2289 -1.2786 -0.1269
H -0.7044 -1.7360 -0.9201
H -1.6766 -0.3737 -1.5385
H -1.0594 1.6138 1.3270

=====

13
Properties=species:S:1:pos:R:3 method="wB97M-V/def2-TZVPD" gap_ev=10.8 smiles="C=CC#N.CO" total_charge=0 e_homo_ev=-10.42
C 1.9538 0.3308 0.7869
O 1.4282 -0.7163 -0.0056
C -1.0855 0.3437 -1.4919
C -1.9935 -0.1787 -0.6674
C -1.6677 -0.4226 0.7128
N -1.3807 -0.6220 1.8188
H 2.5345 0.9761 0.1214
H 1.1599 0.9280 1.2565
H 2.6203 -0.0433 1.5754
H -0.0842 0.5679 -1.1358
H -1.3107 0.5164 -2.5403
H 0.8196 -1.2193 0.5522
H -2.9940 -0.4606 -0.9830

=====

Number 1: DFT total energy -7797.6135 eV. Number 2: DFT total energy -7794.7900 eV. Number 3: DFT total energy -7797.5380 eV.